Molecular formula: C59H80N13O4
Method: DFT, the ωB97M-V functional and the def2-TZVPD basis

net charge: +1
2S+1: 1
LUMO energy: -4.33 eV
HOMO level: -9.094 eV
gap between HOMO and LUMO: 4.77 eV

Last columns: bonded neighbours and bond lengths (Å).
Geometry (Å):
1 C 0.040 -3.267 3.414  C2 1.521, H22 1.094, H23 1.096, H24 1.092
2 C 1.022 -3.072 4.560  C1 1.521, O3 1.433, C4 1.539, H25 1.099
3 O 1.272 -4.378 5.096  C2 1.433, H26 0.964
4 C 2.397 -2.517 4.149  C2 1.539, O5 1.450, H27 1.097, H28 1.092
5 O 2.430 -1.138 3.702  C4 1.450, C6 1.341
6 C 1.884 -0.259 4.555  O5 1.341, C7 1.374, C16 1.402
7 C 1.990 -0.330 5.923  C6 1.374, C8 1.385, H29 1.085
8 C 1.376 0.612 6.732  C7 1.385, C9 1.343, H30 1.082
9 C 0.661 1.587 6.146  C8 1.343, N10 1.347, H31 1.086
10 N 0.563 1.691 4.807  C9 1.347, C11 1.470, C16 1.333
11 C -0.253 2.810 4.316  N10 1.470, C12 1.534, H32 1.086, H33 1.092
12 C -1.714 2.389 4.517  C11 1.534, O13 1.421, H34 1.101, H35 1.098
13 O -2.593 3.303 3.877  C12 1.421, C14 1.379
14 C -3.847 2.748 3.730  O13 1.379, O15 1.208, H36 1.105
15 O -4.151 2.106 2.753  C14 1.208
16 C 1.162 0.809 4.006  C6 1.402, N10 1.333, C17 1.513
17 C 1.069 0.949 2.502  C16 1.513, C18 1.570, H37 1.092, H38 1.090
18 C -0.217 0.277 1.903  C17 1.570, C19 1.536, H39 1.096, H40 1.096
19 C 0.162 -0.657 0.743  C18 1.536, C20 1.566, H41 1.095, H42 1.097
20 C -0.772 -0.499 -0.504  C19 1.566, N21 1.467, H43 1.094, H44 1.096
21 N -2.198 -0.432 -0.168  C20 1.467, H45 1.010, H46 1.011
22 H 0.493 -3.713 2.524  C1 1.094
23 H -0.696 -4.000 3.762  C1 1.096
24 H -0.535 -2.369 3.179  C1 1.092
25 H 0.513 -2.499 5.348  C2 1.099
26 H 1.618 -4.235 5.984  O3 0.964
27 H 3.126 -2.723 4.942  C4 1.097
28 H 2.728 -3.113 3.296  C4 1.092
29 H 2.568 -1.128 6.377  C7 1.085
30 H 1.463 0.571 7.809  C8 1.082
31 H 0.144 2.326 6.751  C9 1.086
32 H -0.128 3.019 3.257  C11 1.086
33 H -0.032 3.724 4.870  C11 1.092
34 H -1.837 1.399 4.051  C12 1.101
35 H -2.001 2.324 5.575  C12 1.098
36 H -4.594 2.893 4.531  C14 1.105
37 H 1.080 2.003 2.215  C17 1.092
38 H 1.992 0.542 2.089  C17 1.090
39 H -0.862 1.098 1.571  C18 1.096
40 H -0.767 -0.227 2.706  C18 1.096
41 H 0.170 -1.715 1.024  C19 1.095
42 H 1.172 -0.461 0.362  C19 1.097
43 H -0.436 0.405 -1.020  C20 1.094
44 H -0.585 -1.388 -1.117  C20 1.096
45 H -2.533 0.521 -0.174  N21 1.010
46 H -2.355 -0.858 0.736  N21 1.011
47 N 3.043 -3.475 0.106  C48 1.371, C51 1.370, H52 1.001
48 C 1.944 -3.890 -0.602  N47 1.371, C49 1.366, H53 1.078
49 C 2.366 -4.255 -1.850  C48 1.366, C50 1.422, H54 1.078
50 C 3.772 -4.057 -1.900  C49 1.422, C51 1.369, H55 1.078
51 C 4.161 -3.578 -0.678  N47 1.370, C50 1.369, H56 1.078
52 H 3.031 -3.144 1.051  N47 1.001
53 H 0.962 -3.886 -0.159  C48 1.078
54 H 1.735 -4.623 -2.644  C49 1.078
55 H 4.423 -4.244 -2.739  C50 1.078
56 H 5.131 -3.300 -0.301  C51 1.078
57 N 1.903 -2.618 -5.021  C58 1.369, C61 1.367, H62 1.005
58 C 1.596 -3.366 -6.126  N57 1.369, C59 1.371, H63 1.077
59 C 0.532 -2.775 -6.757  C58 1.371, C60 1.419, H64 1.077
60 C 0.185 -1.624 -6.005  C59 1.419, C61 1.368, H65 1.078
61 C 1.049 -1.554 -4.946  N57 1.367, C60 1.368, H66 1.078
62 H 2.640 -2.819 -4.368  N57 1.005
63 H 2.159 -4.252 -6.367  C58 1.077
64 H 0.057 -3.128 -7.657  C59 1.077
65 H -0.608 -0.925 -6.217  C60 1.078
66 H 1.130 -0.840 -4.142  C61 1.078
67 N 1.025 2.127 -4.397  C68 1.369, C71 1.370, H72 1.004
68 C 2.285 2.550 -4.727  N67 1.369, C69 1.369, H73 1.077
69 C 2.336 3.905 -4.536  C68 1.369, C70 1.422, H74 1.078
70 C 1.058 4.316 -4.068  C69 1.422, C71 1.369, H75 1.078
71 C 0.273 3.198 -3.990  N67 1.370, C70 1.369, H76 1.077
72 H 0.703 1.178 -4.446  N67 1.004
73 H 3.030 1.852 -5.069  C68 1.077
74 H 3.194 4.532 -4.712  C69 1.078
75 H 0.752 5.319 -3.817  C70 1.078
76 H -0.752 3.070 -3.683  C71 1.077
77 N -2.730 -0.123 6.722  C78 1.371, C81 1.373, H82 1.002
78 C -3.886 0.110 7.422  N77 1.371, C79 1.369, H83 1.077
79 C -4.859 -0.702 6.904  C78 1.369, C80 1.422, H84 1.077
80 C -4.269 -1.459 5.855  C79 1.422, C81 1.368, H85 1.077
81 C -2.957 -1.082 5.767  N77 1.373, C80 1.368, H86 1.079
82 H -1.854 0.337 6.884  N77 1.002
83 H -3.915 0.831 8.222  C78 1.077
84 H -5.881 -0.751 7.240  C79 1.077
85 H -4.756 -2.195 5.237  C80 1.077
86 H -2.166 -1.411 5.111  C81 1.079
87 N 7.558 -2.535 -4.791  C88 1.368, C91 1.369, H92 1.004
88 C 6.489 -2.734 -5.622  N87 1.368, C89 1.370, H93 1.077
89 C 5.410 -2.084 -5.083  C88 1.370, C90 1.422, H94 1.077
90 C 5.847 -1.464 -3.880  C89 1.422, C91 1.370, H95 1.078
91 C 7.176 -1.758 -3.730  N87 1.369, C90 1.370, H96 1.077
92 H 8.481 -2.901 -4.938  N87 1.004
93 H 6.588 -3.319 -6.521  C88 1.077
94 H 4.420 -2.054 -5.506  C89 1.077
95 H 5.253 -0.869 -3.205  C90 1.078
96 H 7.881 -1.484 -2.963  C91 1.077
97 N -7.059 0.606 2.549  C98 1.368, C101 1.366, H102 1.005
98 C -8.237 0.808 3.216  N97 1.368, C99 1.370, H103 1.077
99 C -9.181 -0.017 2.664  C98 1.370, C100 1.420, H104 1.077
100 C -8.547 -0.749 1.626  C99 1.420, C101 1.370, H105 1.078
101 C -7.239 -0.343 1.583  N97 1.366, C100 1.370, H106 1.077
102 H -6.194 1.080 2.737  N97 1.005
103 H -8.302 1.520 4.021  C98 1.077
104 H -10.212 -0.089 2.971  C99 1.077
105 H -9.001 -1.488 0.985  C100 1.078
106 H -6.422 -0.642 0.949  C101 1.077
107 N 7.266 -5.162 -1.918  C108 1.368, C111 1.369, H112 1.005
108 C 7.193 -6.447 -1.456  N107 1.368, C109 1.370, H113 1.077
109 C 7.991 -6.543 -0.347  C108 1.370, C110 1.420, H114 1.077
110 C 8.564 -5.262 -0.128  C109 1.420, C111 1.370, H115 1.078
111 C 8.096 -4.432 -1.111  N107 1.369, C110 1.370, H116 1.077
112 H 6.784 -4.808 -2.725  N107 1.005
113 H 6.583 -7.181 -1.955  C108 1.077
114 H 8.146 -7.432 0.242  C109 1.077
115 H 9.243 -4.983 0.662  C110 1.078
116 H 8.280 -3.389 -1.308  C111 1.077
117 N 0.721 8.385 -4.978  C118 1.369, C121 1.370, H122 1.003
118 C 0.416 7.628 -6.077  N117 1.369, C119 1.369, H123 1.077
119 C -0.654 8.208 -6.703  C118 1.369, C120 1.421, H124 1.077
120 C -1.006 9.365 -5.955  C119 1.421, C121 1.369, H125 1.077
121 C -0.138 9.448 -4.900  N117 1.370, C120 1.369, H126 1.077
122 H 1.462 8.192 -4.330  N117 1.003
123 H 0.984 6.744 -6.316  C118 1.077
124 H -1.132 7.846 -7.598  C119 1.077
125 H -1.804 10.056 -6.170  C120 1.077
126 H -0.058 10.168 -4.103  C121 1.077
127 N 0.037 1.490 -8.325  C128 1.369, C131 1.368, H132 1.004
128 C -1.054 1.096 -9.052  N127 1.369, C129 1.369, H133 1.077
129 C -0.620 0.739 -10.301  C128 1.369, C130 1.421, H134 1.077
130 C 0.789 0.919 -10.327  C129 1.421, C131 1.369, H135 1.077
131 C 1.164 1.380 -9.094  N127 1.368, C130 1.369, H136 1.077
132 H 0.015 1.810 -7.374  N127 1.004
133 H -2.040 1.106 -8.620  C128 1.077
134 H -1.243 0.387 -11.106  C129 1.077
135 H 1.450 0.731 -11.157  C130 1.077
136 H 2.131 1.640 -8.698  C131 1.077
137 N -6.580 -2.797 -0.754  C138 1.368, C141 1.370, H142 1.003
138 C -7.568 -3.237 -1.591  N137 1.368, C139 1.369, H143 1.077
139 C -6.988 -3.590 -2.780  C138 1.369, C140 1.421, H144 1.077
140 C -5.592 -3.358 -2.655  C139 1.421, C141 1.369, H145 1.077
141 C -5.371 -2.871 -1.394  N137 1.370, C140 1.369, H146 1.078
142 H -6.718 -2.471 0.184  N137 1.003
143 H -8.596 -3.260 -1.270  C138 1.077
144 H -7.505 -3.973 -3.644  C139 1.077
145 H -4.837 -3.529 -3.404  C140 1.077
146 H -4.462 -2.571 -0.899  C141 1.078
147 N -1.473 4.696 10.047  C148 1.367, C151 1.367, H152 1.004
148 C -1.399 6.045 9.833  N147 1.367, C149 1.369, H153 1.076
149 C -1.584 6.274 8.497  C148 1.369, C150 1.419, H154 1.077
150 C -1.783 5.012 7.878  C149 1.419, C151 1.373, H155 1.080
151 C -1.712 4.057 8.862  N147 1.367, C150 1.373, H156 1.078
152 H -1.370 4.246 10.938  N147 1.004
153 H -1.220 6.724 10.649  C148 1.076
154 H -1.580 7.237 8.016  C149 1.077
155 H -1.962 4.827 6.829  C150 1.080
156 H -1.810 2.984 8.822  C151 1.078